Computed, not measured: a molecular structure, C57H62Cl6F3N10NiO2 in a non-equilibrium geometry, with ωB97M-V/def2-TZVPD.

XYZ file:
```
141
Properties=species:S:1:pos:R:3:lowdin_charge:R:1
Ni -13.385 -5.318 -29.178 0.76
C -10.762 -3.709 -31.078 -0.35
O -10.735 -2.358 -30.587 -0.11
O -11.730 -4.346 -30.252 -0.25
C -10.644 -3.948 -32.630 -0.46
F -10.416 -5.250 -32.878 0.10
F -11.775 -3.560 -33.398 0.04
F -9.572 -3.430 -33.262 0.13
C -11.656 -1.430 -31.103 -0.29
C -11.419 -0.027 -30.566 -0.07
H -10.420 0.344 -30.795 0.07
H -12.010 0.677 -31.151 0.05
H -11.660 0.077 -29.508 0.05
H -12.683 -1.724 -30.885 0.08
H -11.533 -1.315 -32.179 0.05
H -9.772 -4.012 -30.738 0.12
N -9.031 -1.179 -26.809 0.08
C -8.889 -1.543 -28.114 -0.13
C -8.097 -2.581 -28.550 -0.06
C -7.444 -3.371 -27.617 -0.07
C -7.511 -3.015 -26.257 -0.07
C -8.305 -1.925 -25.987 -0.18
H -9.519 -0.961 -28.770 0.07
H -8.005 -2.975 -29.551 0.10
H -6.791 -4.180 -27.910 0.09
H -6.883 -3.418 -25.476 0.10
H -8.454 -1.630 -24.958 0.10
N -15.047 2.432 -31.770 0.08
C -14.731 3.733 -31.794 -0.14
C -14.411 4.450 -30.656 -0.09
C -14.297 3.837 -29.474 -0.11
C -14.523 2.477 -29.376 -0.05
C -14.904 1.842 -30.547 -0.14
H -14.741 4.261 -32.736 0.10
H -14.294 5.524 -30.680 0.11
H -14.145 4.459 -28.604 0.10
H -14.418 1.975 -28.425 0.09
H -14.914 0.764 -30.476 0.08
N -12.311 -5.441 -27.325 -0.09
C -12.907 -5.664 -26.103 -0.21
C -12.177 -5.799 -24.906 -0.14
C -10.781 -5.811 -24.963 -0.16
C -10.159 -5.550 -26.199 -0.14
C -10.918 -5.320 -27.286 -0.19
H -13.971 -5.727 -25.927 0.07
H -12.637 -5.754 -23.930 0.08
H -10.282 -5.877 -24.007 0.07
H -9.108 -5.336 -26.324 0.07
H -10.437 -5.039 -28.211 0.08
N -13.972 -3.239 -28.532 0.04
C -15.281 -2.913 -28.415 -0.13
C -15.750 -1.739 -27.830 -0.05
C -14.781 -0.854 -27.382 -0.09
C -13.439 -1.100 -27.477 -0.06
C -13.035 -2.275 -28.058 -0.05
H -15.964 -3.714 -28.653 0.10
H -16.784 -1.500 -27.626 0.11
H -15.109 0.094 -26.982 0.10
H -12.861 -0.234 -27.192 0.10
H -11.981 -2.490 -28.155 0.11
N -12.591 -7.292 -29.612 0.02
C -11.776 -7.490 -30.684 -0.09
C -10.918 -8.594 -30.814 -0.06
C -10.951 -9.572 -29.834 -0.08
C -11.780 -9.416 -28.777 -0.06
C -12.629 -8.318 -28.721 -0.10
H -11.752 -6.779 -31.497 0.08
H -10.231 -8.702 -31.639 0.11
H -10.241 -10.385 -29.816 0.12
H -11.801 -10.117 -27.956 0.11
H -13.268 -8.233 -27.855 0.11
N -12.050 -7.054 -36.566 0.08
C -12.091 -6.472 -35.346 -0.17
C -13.054 -6.610 -34.418 -0.05
C -14.162 -7.446 -34.811 -0.03
C -14.181 -7.939 -36.128 -0.09
C -13.121 -7.756 -36.918 -0.19
H -11.264 -5.787 -35.228 0.08
H -13.040 -6.083 -33.475 0.08
H -14.952 -7.635 -34.099 0.07
H -15.012 -8.529 -36.486 0.10
H -13.058 -8.245 -37.879 0.11
N -11.009 3.024 -25.203 0.04
C -11.670 4.054 -25.823 -0.12
C -11.668 4.197 -27.241 -0.08
C -11.122 3.161 -28.030 -0.08
C -10.640 2.007 -27.388 -0.06
C -10.532 2.032 -25.968 -0.14
H -12.109 4.780 -25.155 0.09
H -12.177 5.042 -27.680 0.08
H -11.218 3.181 -29.105 0.09
H -10.213 1.154 -27.895 0.07
H -10.112 1.188 -25.440 0.09
N -14.604 -5.343 -31.044 0.02
C -14.591 -4.372 -31.930 -0.15
C -15.559 -4.224 -32.975 -0.05
C -16.382 -5.338 -33.241 -0.07
C -16.313 -6.458 -32.448 -0.08
C -15.465 -6.354 -31.333 -0.11
H -13.786 -3.653 -31.899 0.07
H -15.505 -3.407 -33.679 0.06
H -16.843 -5.368 -34.217 0.11
H -16.908 -7.345 -32.612 0.11
H -15.454 -7.158 -30.612 0.10
N -5.669 3.526 -30.885 0.06
C -6.522 4.419 -30.344 -0.15
C -7.919 4.437 -30.516 -0.07
C -8.506 3.334 -31.085 -0.12
C -7.709 2.349 -31.607 -0.09
C -6.300 2.433 -31.439 -0.11
H -6.076 5.280 -29.868 0.09
H -8.468 5.279 -30.120 0.10
H -9.577 3.259 -31.203 0.07
H -8.106 1.497 -32.138 0.08
H -5.648 1.677 -31.850 0.09
N -6.904 -6.201 -31.640 0.05
C -5.745 -6.146 -30.914 -0.12
C -5.678 -6.562 -29.575 -0.08
C -6.805 -7.126 -28.942 -0.07
C -7.991 -7.150 -29.664 -0.06
C -8.007 -6.742 -31.022 -0.12
H -4.948 -5.600 -31.396 0.10
H -4.812 -6.547 -28.930 0.10
H -6.746 -7.402 -27.900 0.11
H -8.932 -7.446 -29.225 0.09
H -8.898 -6.844 -31.624 0.06
C -16.301 -0.482 -33.222 -0.98
Cl -14.682 -1.083 -32.883 0.57
Cl -17.287 -1.142 -31.929 0.50
H -16.414 0.600 -33.146 0.01
H -16.740 -0.932 -34.113 0.03
C -7.696 -6.751 -34.509 -1.01
Cl -8.334 -6.527 -36.176 0.49
Cl -6.679 -8.235 -34.409 0.47
H -7.061 -5.902 -34.258 0.01
H -8.497 -6.789 -33.770 -0.01
C -10.413 0.600 -34.642 -0.95
Cl -11.735 -0.552 -34.714 0.55
Cl -10.874 2.008 -33.611 0.50
H -9.579 0.180 -34.079 0.02
H -10.210 1.003 -35.634 0.03
```

As for the total energy: -203435.368 eV. The lowest unoccupied orbital energy (alpha / beta) is -0.00385 / -0.01674 hartree. Its highest occupied orbital energy (alpha / beta) is -3.75 / -8.04 eV. Its multiplicity is 4.

Computed, not measured: 2 unconnected molecules or ions with the total composition ClH3NO2P in a non-equilibrium geometry, with ωB97M-V/def2-TZVPD.

XYZ file:
```
8
Properties=species:S:1:pos:R:3:lowdin_charge:R:1
N 0.616 -0.082 0.151 0.03
O 2.278 2.710 0.523 -0.45
O 1.855 0.340 -0.412 -0.50
P 2.665 1.703 -0.440 0.76
Cl -3.018 1.542 0.005 0.29
H 0.081 0.859 0.230 0.09
H 0.119 -0.587 -0.539 0.05
H -3.786 2.195 -0.752 -0.26
```

The relative energy (zero: lowest compared OMol25 entry of this formula, charge and spin) comes out at 273.2 kJ/mol. As for the total energy: -27444.016 eV. The lowest unoccupied orbital energy is 0.00546 hartree. Its highest occupied orbital energy is -10.27 eV. Its multiplicity is 1. As for the SMILES: NOP=O.Cl.

Computed, not measured: a molecular structure, C4H13N2Ni in a non-equilibrium geometry, with ωB97M-V/def2-TZVPD.

XYZ file:
```
20
Properties=species:S:1:pos:R:3:lowdin_charge:R:1
C 1.848 0.143 -0.013 -0.37
Ni -0.042 -0.163 0.065 -0.15
N -2.061 -0.076 -0.206 -0.04
H -0.016 1.113 -0.790 0.01
H -2.435 -0.526 -1.048 0.03
H 0.132 1.302 0.724 -0.02
H 2.361 1.062 -0.326 -0.03
H 2.326 -0.611 -0.670 -0.03
H 2.379 -0.110 0.921 -0.02
H -2.594 -0.527 0.544 0.02
H -2.504 0.849 -0.241 0.03
C 1.714 -4.506 2.802 -0.19
C 1.491 -4.297 1.310 -0.39
C 1.038 -2.969 0.968 -0.28
N 0.438 -1.977 0.720 0.10
H 2.479 -3.823 3.185 0.07
H 2.047 -5.504 2.970 0.03
H 0.782 -4.360 3.359 0.06
H 2.424 -4.378 0.656 0.12
H 0.669 -4.928 0.838 0.06
```

As for the total energy: -48376.803 eV. The lowest unoccupied orbital energy (alpha / beta) is 0.12817 / 0.13522 hartree. Its highest occupied orbital energy (alpha / beta) is 0.62 / -4.94 eV. Its net charge is -1. Its multiplicity is 3.

Computed, not measured: a molecular structure, C29H30As2BrIrNO2S, with ωB97M-V/def2-TZVPD.

XYZ file:
```
67
Properties=species:S:1:pos:R:3:lowdin_charge:R:1
Ir 0.852 0.384 0.407 0.61
C 0.370 1.197 3.826 -0.27
As 0.354 -0.288 2.587 0.93
C 1.570 -1.501 3.468 -0.30
C -1.345 -1.169 2.950 -0.37
C -1.897 -0.942 4.211 -0.11
C -3.087 -1.549 4.583 -0.09
C -3.737 -2.386 3.690 -0.09
C -3.193 -2.607 2.433 -0.11
C -1.995 -2.008 2.041 -0.40
As -1.240 -2.299 0.241 1.17
C -2.807 -3.068 -0.632 -0.33
C -0.344 -4.000 0.657 -0.31
H -0.510 1.818 3.666 0.04
H 1.263 1.762 3.565 0.01
H 0.430 0.858 4.859 0.03
H 1.160 -1.770 4.444 0.03
H 2.522 -0.988 3.558 -0.01
H 1.711 -2.393 2.860 0.02
H -1.406 -0.281 4.911 0.08
H -3.506 -1.361 5.564 0.10
H -4.669 -2.864 3.968 0.10
H -3.717 -3.256 1.743 0.08
H -3.084 -4.041 -0.224 0.01
H -2.553 -3.167 -1.688 0.02
H -3.642 -2.373 -0.556 0.02
H -0.982 -4.642 1.266 0.02
H 0.590 -3.804 1.182 0.00
H -0.111 -4.499 -0.284 0.02
Br -0.356 3.600 -2.396 0.84
C 0.889 3.869 -0.997 -0.60
C 2.141 4.379 -1.307 -0.13
C 3.029 4.669 -0.282 -0.09
C 2.648 4.471 1.039 -0.09
C 1.399 3.948 1.326 -0.06
C 0.506 3.616 0.311 -0.21
C -0.802 2.964 0.678 -0.67
O -1.777 3.666 0.893 0.05
O -0.768 1.685 0.860 -0.29
H 2.410 4.542 -2.341 0.10
H 4.015 5.047 -0.518 0.10
H 3.335 4.701 1.843 0.10
H 1.104 3.772 2.354 0.11
C -3.134 -0.339 -3.645 -0.14
C -1.976 -0.880 -4.185 -0.12
C -0.751 -0.743 -3.544 -0.05
C -0.626 -0.042 -2.328 -0.38
C -1.816 0.470 -1.779 -0.12
C -3.030 0.332 -2.430 -0.11
N 0.594 0.036 -1.665 -0.15
C 1.767 -0.084 -2.444 -0.34
C 1.921 0.608 -3.653 -0.06
C 3.105 0.542 -4.371 -0.11
C 4.175 -0.219 -3.913 -0.13
C 4.028 -0.919 -2.724 -0.11
C 2.840 -0.862 -2.007 -0.09
H -4.086 -0.434 -4.153 0.08
H -2.019 -1.424 -5.123 0.09
H 0.129 -1.193 -3.984 0.10
H -1.781 1.000 -0.840 0.07
H -3.912 0.771 -1.976 0.10
H 1.105 1.220 -4.011 0.09
H 3.193 1.101 -5.296 0.09
H 5.104 -0.259 -4.468 0.08
H 4.847 -1.519 -2.343 0.09
H 2.737 -1.408 -1.079 0.06
S 2.814 0.554 1.207 0.00
```

The relative energy (zero: lowest compared OMol25 entry of this formula, charge and spin) comes out at 103.0 kJ/mol. As for the total energy: -241540.040 eV. The lowest unoccupied orbital energy (alpha / beta) is 0.09290 / 0.09412 hartree. Its highest occupied orbital energy (alpha / beta) is -3.59 / -3.59 eV. Its net charge is -1. Its multiplicity is 1.

Computed, not measured: a molecular structure, C20H24AsN3O2SSr in a non-equilibrium geometry, with ωB97M-V/def2-TZVPD.

XYZ file:
```
52
Properties=species:S:1:pos:R:3:lowdin_charge:R:1
Sr -0.316 -0.738 0.072 1.22
O 0.193 1.098 1.500 -0.32
C 1.299 1.168 2.198 -0.44
C 1.412 0.878 3.567 -0.06
C 2.660 0.871 4.180 -0.11
C 3.821 1.126 3.463 -0.11
C 3.728 1.399 2.100 -0.04
C 2.492 1.442 1.481 -0.16
C 2.277 1.700 0.047 -0.14
N 2.817 1.011 -0.871 0.06
C 2.416 1.346 -2.231 -0.23
C 1.645 0.188 -2.858 -0.23
N 0.257 0.141 -2.407 -0.05
C -0.624 0.286 -3.328 -0.12
C -2.062 0.402 -3.224 -0.16
C -2.784 0.525 -4.423 -0.06
C -4.148 0.698 -4.434 -0.11
C -4.821 0.777 -3.209 -0.10
C -4.151 0.668 -2.014 -0.03
C -2.754 0.440 -1.979 -0.41
O -2.120 0.296 -0.868 -0.33
H 0.518 0.628 4.129 0.10
H 2.727 0.638 5.237 0.10
H 4.783 1.118 3.956 0.09
H 4.619 1.588 1.512 0.11
H 1.541 2.474 -0.195 0.11
H 3.312 1.523 -2.829 0.11
H 1.791 2.247 -2.254 0.10
H 2.143 -0.742 -2.565 0.11
H 1.704 0.274 -3.950 0.11
H -0.265 0.382 -4.362 0.12
H -2.235 0.485 -5.358 0.11
H -4.687 0.782 -5.368 0.09
H -5.895 0.928 -3.200 0.10
H -4.673 0.739 -1.069 0.11
N -1.496 3.285 -0.200 0.09
C -0.987 3.009 -1.210 -0.02
H -1.882 3.151 0.713 0.08
C 1.493 -2.183 1.661 -0.24
As -0.360 -3.027 1.660 0.67
C -1.531 -1.483 2.317 -0.26
C -0.368 -4.397 2.989 -0.25
S -0.830 -3.532 -0.364 0.08
H 1.655 -1.558 2.542 0.04
H 1.680 -1.598 0.737 0.00
H 2.266 -2.950 1.649 0.05
H -1.733 -1.574 3.383 0.05
H -2.477 -1.434 1.763 0.05
H -0.936 -0.554 2.238 -0.03
H -0.125 -3.956 3.954 0.05
H 0.371 -5.144 2.710 0.05
H -1.362 -4.840 3.011 0.05
```

The relative energy (zero: lowest compared OMol25 entry of this formula, charge and spin) comes out at 0.0 kJ/mol. As for the total energy: -102203.839 eV. The lowest unoccupied orbital energy is -0.00548 hartree. Its highest occupied orbital energy is -7.19 eV. Its multiplicity is 1.

Computed, not measured: a molecular structure, C34H47IN3O6PbS in a non-equilibrium geometry, with ωB97M-V/def2-TZVPD.

XYZ file:
```
93
Properties=species:S:1:pos:R:3:lowdin_charge:R:1
Pb -7.487 -15.811 -6.429 1.21
C -7.053 -17.995 -2.908 -0.07
O -7.885 -17.929 -4.061 -0.25
C -9.075 -18.686 -4.056 -0.21
C -9.868 -18.258 -5.283 -0.19
O -9.074 -18.369 -6.489 -0.25
C -9.820 -18.448 -7.695 -0.20
C -8.990 -18.150 -8.955 -0.17
O -8.586 -16.758 -8.958 -0.33
C -7.872 -16.345 -10.129 -0.12
H -7.355 -17.157 -2.218 0.10
H -6.066 -17.855 -3.206 0.05
H -7.142 -18.931 -2.407 0.08
H -9.734 -18.435 -3.184 0.14
H -8.932 -19.797 -4.058 0.13
H -10.141 -17.175 -5.142 0.11
H -10.794 -18.865 -5.330 0.13
H -10.605 -17.673 -7.655 0.13
H -10.256 -19.444 -7.879 0.13
H -9.667 -18.432 -9.810 0.14
H -8.060 -18.771 -8.990 0.12
H -6.745 -16.410 -9.982 0.09
H -8.150 -15.281 -10.310 0.05
H -8.082 -16.958 -11.002 0.08
C -4.306 -19.452 -5.653 -0.06
C -4.955 -19.861 -6.979 -0.36
C -6.358 -20.456 -6.730 -0.06
C -4.986 -18.868 -8.101 -0.14
C -5.314 -19.403 -9.359 -0.07
C -5.021 -18.723 -10.549 -0.11
C -4.296 -17.539 -10.538 -0.06
C -4.092 -16.850 -9.295 -0.14
C -3.255 -15.617 -9.315 -0.39
C -1.766 -16.024 -9.161 -0.07
C -3.610 -14.470 -8.363 -0.07
C -4.581 -17.467 -8.055 -0.13
N -5.115 -16.694 -6.972 -0.06
C -4.298 -16.307 -5.975 -0.13
C -4.571 -15.190 -5.095 -0.36
C -3.635 -14.624 -4.136 -0.05
C -4.324 -13.772 -3.319 -0.07
C -5.621 -13.749 -3.831 -0.26
N -5.772 -14.591 -4.925 0.01
C -6.711 -12.870 -3.259 -0.52
C -7.106 -11.815 -4.329 -0.05
C -7.935 -13.718 -2.878 -0.04
C -6.119 -12.076 -2.043 -0.08
H -4.289 -20.330 -5.041 0.07
H -4.920 -18.688 -5.140 0.07
H -3.306 -19.067 -5.760 0.07
H -4.332 -20.687 -7.424 0.15
H -7.080 -19.638 -6.679 0.06
H -6.470 -20.959 -5.790 0.06
H -6.678 -21.196 -7.495 0.08
H -5.799 -20.374 -9.414 0.10
H -5.313 -19.160 -11.501 0.09
H -3.968 -17.048 -11.463 0.11
H -3.337 -15.272 -10.350 0.12
H -1.569 -16.516 -8.177 0.08
H -1.160 -15.108 -9.232 0.08
H -1.437 -16.788 -9.843 0.06
H -3.028 -14.473 -7.427 0.07
H -4.693 -14.455 -8.104 0.04
H -3.177 -13.568 -8.832 0.08
H -3.303 -16.761 -5.859 0.12
H -2.595 -14.866 -4.112 0.08
H -3.883 -13.155 -2.541 0.10
H -7.261 -12.207 -5.348 -0.02
H -6.340 -11.051 -4.392 0.07
H -8.040 -11.321 -4.019 0.08
H -8.745 -13.778 -3.666 0.05
H -8.486 -13.211 -2.013 0.10
H -7.668 -14.782 -2.719 0.06
H -5.328 -11.334 -2.316 0.08
H -5.691 -12.700 -1.237 0.08
H -6.964 -11.453 -1.713 0.08
I -7.692 -13.244 -7.999 0.22
O -13.004 -12.160 -4.549 -0.32
S -11.739 -11.955 -5.183 0.66
O -10.895 -10.798 -4.902 -0.34
N -10.659 -13.269 -4.803 -0.03
C -10.536 -14.091 -5.880 -0.51
O -9.935 -15.245 -5.932 -0.28
C -11.088 -13.480 -7.179 -0.19
C -11.042 -14.000 -8.504 -0.07
C -11.617 -13.215 -9.489 -0.10
C -12.180 -11.971 -9.219 -0.08
C -12.495 -11.618 -7.894 -0.05
C -11.831 -12.352 -6.924 -0.25
H -10.426 -14.880 -8.744 0.09
H -11.511 -13.582 -10.502 0.10
H -12.474 -11.295 -10.051 0.11
H -12.968 -10.669 -7.611 0.12
```

As for the total energy: -76959.795 eV. The lowest unoccupied orbital energy is 0.08863 hartree. Its highest occupied orbital energy is -4.81 eV. Its net charge is -1. Its multiplicity is 1.

Computed, not measured: 2 unconnected molecules or ions with the total composition C2H6FNS in a non-equilibrium geometry, with ωB97M-V/def2-TZVPD.

XYZ file:
```
11
Properties=species:S:1:pos:R:3:lowdin_charge:R:1
C -1.101 -1.581 0.087 -0.08
C -1.016 -0.288 -0.109 -0.69
N 1.832 0.753 -0.378 0.05
F 2.232 0.611 0.934 -0.14
S -1.669 0.781 1.006 0.75
H -1.683 -1.933 0.903 0.05
H -0.725 -2.157 -0.705 0.04
H -0.398 0.286 -0.723 0.00
H 2.325 0.006 -0.786 0.07
H 2.311 1.596 -0.659 0.09
H -2.109 1.926 0.431 -0.13
```

The relative energy (zero: lowest compared OMol25 entry of this formula, charge and spin) comes out at 330.8 kJ/mol. As for the total energy: -17210.349 eV. The lowest unoccupied orbital energy is 0.03183 hartree. Its highest occupied orbital energy is -8.39 eV. Its multiplicity is 1. As for the SMILES: C=CS.NF.

Computed, not measured: a single C5H9NO molecule in a non-equilibrium geometry, with ωB97M-V/def2-TZVPD.

XYZ file:
```
16
Properties=species:S:1:pos:R:3:lowdin_charge:R:1
C -1.891 0.410 1.021 -0.07
C -0.558 -0.235 0.650 -0.32
C -0.220 -0.160 -0.817 -0.22
N 1.208 -0.448 -0.732 -0.09
C 1.946 -0.417 -1.740 -0.03
C 0.805 0.385 1.290 -0.25
O 1.091 0.093 2.420 0.02
H -1.866 1.471 0.761 0.08
H -2.103 0.301 2.088 0.08
H -2.732 -0.040 0.464 0.08
H -0.606 -1.304 0.944 0.14
H -0.630 -0.964 -1.438 0.13
H -0.556 0.804 -1.238 0.13
H 1.642 1.083 0.721 0.17
H 2.899 -0.936 -1.710 0.08
H 1.571 -0.041 -2.684 0.08
```

The relative energy (zero: lowest compared OMol25 entry of this formula, charge and spin) comes out at 299.7 kJ/mol. As for the total energy: -8866.107 eV. The lowest unoccupied orbital energy is 0.02866 hartree. Its highest occupied orbital energy is -8.95 eV. Its multiplicity is 1. As for the SMILES: C=NC[C@H](C)C=O.